Record 1
Formula: H2N3O3P
Source: the Open Molecules 2025 dataset
Level of theory: wB97M-V/def2-TZVPD

Total energy ... -19932.0153 eV
Total charge ... -2
HOMO-LUMO gap (spin up / spin down) ... 0.203 / 0.202 Ha
ΔE to the lowest compared entry with this formula, charge and spin ... 2.1181 eV

Element x y z (Å)
1 N -1.332 -1.257 -0.194
2 N -0.172 -1.439 -0.463
3 N -2.018 -0.178 0.270
4 O 2.306 0.739 -1.381
5 O 0.435 1.332 0.457
6 O 2.577 -0.028 0.994
7 P 1.656 0.210 -0.141
8 H -0.463 0.882 0.334
9 H -2.989 -0.260 0.124

Atomic partial charges in e from the Mulliken method, atoms 1 to 6:
1 N -0.34
2 N -0.16
3 N -0.71
4 O -0.62
5 O -0.40
6 O -0.59

***

Record 2
Formula: C39H78O39
Source: the Open Molecules 2025 dataset
Level of theory: wB97M-V/def2-TZVPD

Total energy ... -121553.0787 eV
HOMO-LUMO gap ... 0.378 Ha
ΔE to the lowest compared entry with this formula, charge and spin ... 7.7914 eV

Element x y z (Å)
1 C -11.991 3.302 2.697
2 O -11.145 2.305 2.152
3 C -10.271 2.437 1.158
4 O -10.147 3.498 0.549
5 O -9.653 1.287 1.036
6 C -8.628 1.139 0.089
7 H -11.557 4.075 3.331
8 H -12.822 2.870 3.254
9 H -12.216 3.893 1.808
10 H -7.993 0.346 0.482
11 H -7.980 2.015 0.060
12 H -8.923 0.890 -0.930
13 C 3.778 -6.630 -4.087
14 O 4.087 -5.222 -3.922
15 C 5.265 -4.725 -3.743
16 O 6.310 -5.371 -3.685
17 O 5.171 -3.345 -3.788
18 C 6.309 -2.486 -3.924
19 H 3.488 -7.062 -5.045
20 H 3.029 -7.004 -3.390
21 H 4.630 -7.276 -3.874
22 H 6.768 -2.146 -2.995
23 H 5.864 -1.631 -4.432
24 H 7.060 -2.844 -4.627
25 C 4.735 -0.843 4.576
26 O 5.704 -0.981 5.657
27 C 7.015 -1.160 5.438
28 O 7.540 -1.410 4.385
29 O 7.627 -1.148 6.632
30 C 9.042 -1.348 6.677
31 H 4.846 -1.458 3.683
32 H 4.589 0.212 4.345
33 H 3.799 -1.152 5.041
34 H 9.626 -0.686 6.037
35 H 9.350 -2.366 6.440
36 H 9.464 -1.140 7.661
37 C -8.288 3.247 -6.009
38 O -7.079 3.188 -6.700
39 C -6.058 2.545 -6.109
40 O -6.048 2.142 -4.975
41 O -4.931 2.645 -6.933
42 C -3.699 2.008 -6.639
43 H -8.087 3.393 -4.947
44 H -8.887 2.338 -5.958
45 H -8.965 3.983 -6.441
46 H -3.530 1.978 -5.563
47 H -2.865 2.545 -7.092
48 H -3.672 0.951 -6.903
49 C 1.228 0.797 -11.776
50 O 1.035 1.405 -10.516
51 C 2.057 1.861 -9.885
52 O 3.188 1.941 -10.261
53 O 1.609 2.457 -8.768
54 C 2.509 2.768 -7.724
55 H 1.522 -0.251 -11.720
56 H 2.011 1.249 -12.385
57 H 0.304 0.890 -12.346
58 H 2.829 1.903 -7.144
59 H 2.138 3.469 -6.976
60 H 3.436 3.249 -8.037
61 C 2.476 -7.258 2.418
62 O 1.340 -6.458 2.363
63 C 1.363 -5.234 2.023
64 O 2.335 -4.524 1.636
65 O 0.192 -4.785 2.319
66 C -0.218 -3.424 2.122
67 H 3.031 -7.220 1.481
68 H 2.144 -8.285 2.571
69 H 3.050 -6.986 3.304
70 H -0.094 -2.970 1.139
71 H 0.456 -2.876 2.782
72 H -1.218 -3.386 2.552
73 C 1.210 3.627 3.526
74 O 0.640 2.810 4.423
75 C 0.960 2.998 5.750
76 O 1.527 3.967 6.303
77 O 0.601 1.940 6.460
78 C 0.135 2.182 7.777
79 H 2.178 4.017 3.838
80 H 0.614 4.533 3.412
81 H 1.421 3.237 2.530
82 H 0.557 3.088 8.213
83 H 0.264 1.350 8.469
84 H -0.923 2.441 7.737
85 C -2.128 2.191 -1.080
86 O -0.890 1.580 -0.650
87 C -0.221 0.781 -1.424
88 O -0.718 0.168 -2.347
89 O 1.019 0.803 -0.987
90 C 1.888 -0.101 -1.524
91 H -2.895 1.430 -1.224
92 H -2.084 2.524 -2.118
93 H -2.369 2.929 -0.314
94 H 2.007 -0.083 -2.607
95 H 1.456 -1.100 -1.461
96 H 2.831 -0.097 -0.978
97 C 7.694 -3.936 0.961
98 O 8.666 -4.448 1.783
99 C 8.433 -5.361 2.797
100 O 7.416 -6.051 2.894
101 O 9.520 -5.609 3.494
102 C 10.687 -4.909 3.169
103 H 8.201 -3.715 0.022
104 H 7.445 -2.922 1.276
105 H 6.964 -4.673 0.627
106 H 11.559 -5.296 3.696
107 H 10.527 -3.868 3.450
108 H 10.916 -4.983 2.106
109 C -8.473 -6.004 -1.099
110 O -7.962 -4.871 -1.715
111 C -6.670 -4.627 -1.665
112 O -5.868 -5.341 -1.104
113 O -6.464 -3.437 -2.065
114 C -5.184 -2.748 -1.841
115 H -7.752 -6.807 -0.944
116 H -9.358 -6.455 -1.549
117 H -8.951 -5.754 -0.152
118 H -5.139 -2.533 -0.773
119 H -5.070 -1.804 -2.373
120 H -4.386 -3.345 -2.284
121 C -5.791 -3.760 4.131
122 O -5.712 -2.508 3.513
123 C -4.917 -1.582 4.014
124 O -4.135 -1.791 4.899
125 O -5.106 -0.450 3.357
126 C -4.404 0.707 3.797
127 H -6.829 -4.080 4.044
128 H -5.671 -3.802 5.213
129 H -5.038 -4.409 3.683
130 H -4.159 0.665 4.859
131 H -5.180 1.473 3.792
132 H -3.605 0.898 3.081
133 C 7.294 4.740 5.169
134 O 7.001 3.650 4.260
135 C 7.239 3.882 2.932
136 O 7.814 4.909 2.510
137 O 6.866 2.808 2.293
138 C 6.949 2.682 0.899
139 H 8.299 4.553 5.549
140 H 6.649 4.687 6.045
141 H 7.366 5.743 4.749
142 H 6.757 1.659 0.575
143 H 7.951 2.971 0.580
144 H 6.230 3.327 0.395
145 C -5.664 7.049 -2.909
146 O -4.544 7.602 -2.286
147 C -4.070 7.174 -1.095
148 O -4.693 6.495 -0.326
149 O -2.937 7.797 -0.867
150 C -2.202 7.625 0.367
151 H -5.969 7.677 -3.747
152 H -6.488 6.937 -2.204
153 H -5.317 6.074 -3.251
154 H -2.854 7.147 1.098
155 H -1.968 8.628 0.722
156 H -1.377 6.973 0.077

Atomic partial charges in e from the Mulliken method, atoms 1 to 6:
1 C -0.62
2 O -0.34
3 C 0.83
4 O -0.60
5 O -0.25
6 C -0.66

***

Record 3
Formula: C11H13CeFN7S3Sb
Source: the Open Molecules 2025 dataset
Level of theory: wB97M-V/def2-TZVPD

Total energy ... -76736.8595 eV
HOMO-LUMO gap (spin up / spin down) ... 0.235 / 0.235 Ha
ΔE to the lowest compared entry with this formula, charge and spin ... 0.4233 eV

Element x y z (Å)
1 Ce 0.752 0.371 0.951
2 S 2.962 0.248 -0.460
3 Sb 3.670 -0.170 1.843
4 S 1.492 -0.898 3.172
5 S 2.552 1.977 2.458
6 C 0.615 -0.084 -3.070
7 C -0.324 0.920 -2.496
8 N -0.445 1.311 -1.217
9 C -1.491 2.233 -1.200
10 C -2.065 2.306 -2.415
11 N -1.311 1.467 -3.236
12 H 1.362 0.498 -3.583
13 H 0.114 -0.764 -3.810
14 H 1.209 -0.535 -2.281
15 H -1.808 2.698 -0.289
16 H -2.971 2.826 -2.695
17 H -1.455 1.282 -4.220
18 F 0.507 -5.456 -2.227
19 C 0.476 -4.314 -1.439
20 C 1.422 -4.173 -0.404
21 C 1.486 -2.996 0.287
22 C 0.558 -1.956 -0.021
23 C -0.369 -2.103 -1.035
24 C -0.402 -3.289 -1.739
25 H 2.012 -5.054 -0.179
26 H 2.211 -2.813 1.081
27 H -1.097 -1.345 -1.298
28 H -1.196 -3.455 -2.507
29 N -0.050 1.495 4.844
30 N -0.769 2.063 3.823
31 N -1.665 3.053 3.929
32 C -2.029 3.304 2.645
33 N -1.435 2.465 1.810
34 N -0.673 1.649 2.560
35 H 0.109 2.146 5.615
36 H 0.677 0.906 4.386
37 H -2.630 4.189 2.418

Atomic partial charges in e from the Mulliken method, atoms 1 to 6:
1 Ce 0.92
2 S -0.34
3 Sb 0.36
4 S -0.54
5 S -0.40
6 C -0.78

***

Record 4
Formula: C47H52F9NP3Pd
Source: the Open Molecules 2025 dataset
Level of theory: wB97M-V/def2-TZVPD

Total energy ... -106856.5298 eV
Total charge ... +3
HOMO-LUMO gap (spin up / spin down) ... 0.196 / 0.196 Ha
ΔE to the lowest compared entry with this formula, charge and spin ... 0.0000 eV

Element x y z (Å)
1 Pd -0.026 -0.195 0.401
2 C 0.815 -4.881 -0.799
3 C 0.150 -3.504 -0.829
4 C -1.227 -3.550 -0.169
5 P 1.218 -2.167 -0.120
6 C 2.859 -2.385 -0.906
7 C 2.749 -2.222 -2.424
8 C 3.942 -1.508 -0.280
9 C 1.451 -2.683 1.628
10 C 2.426 -3.542 2.066
11 C 2.493 -3.956 3.414
12 C 3.560 -4.880 3.874
13 C 1.544 -3.460 4.333
14 C 0.540 -2.628 3.926
15 C 0.459 -2.236 2.559
16 N -0.479 -1.384 2.091
17 C -1.722 -1.284 2.607
18 C -2.354 -2.358 3.300
19 C -3.629 -2.213 3.766
20 C -4.337 -1.012 3.566
21 C -5.729 -0.877 4.064
22 C -3.725 0.034 2.839
23 C -2.455 -0.082 2.341
24 P -1.531 1.261 1.492
25 C -2.719 2.300 0.573
26 C -3.557 3.281 1.399
27 C -3.552 1.423 -0.367
28 C -0.877 2.228 2.915
29 C -0.104 3.457 2.442
30 C -0.044 1.375 3.869
31 H 0.139 -5.604 -1.257
32 H 1.002 -5.217 0.223
33 H 1.747 -4.918 -1.360
34 H 0.032 -3.197 -1.872
35 H -1.155 -3.914 0.860
36 H -1.864 -4.249 -0.709
37 H -1.731 -2.580 -0.159
38 H 3.101 -3.432 -0.701
39 H 2.284 -1.278 -2.706
40 H 2.182 -3.032 -2.886
41 H 3.751 -2.237 -2.854
42 H 3.741 -0.451 -0.429
43 H 4.898 -1.734 -0.754
44 H 4.058 -1.684 0.791
45 H 3.165 -3.931 1.379
46 H 4.252 -5.147 3.080
47 H 3.112 -5.793 4.277
48 H 4.119 -4.428 4.698
49 H 1.640 -3.720 5.380
50 H -0.122 -2.176 4.653
51 H -1.861 -3.319 3.359
52 H -4.125 -3.041 4.256
53 H -5.838 -1.323 5.053
54 H -6.399 -1.432 3.398
55 H -6.062 0.158 4.086
56 H -4.292 0.942 2.691
57 H -2.055 2.904 -0.050
58 H -4.260 2.799 2.077
59 H -4.150 3.881 0.706
60 H -2.945 3.972 1.977
61 H -4.329 0.874 0.167
62 H -2.933 0.702 -0.910
63 H -4.042 2.056 -1.106
64 H -1.787 2.554 3.432
65 H 0.840 3.165 1.981
66 H 0.131 4.083 3.303
67 H -0.666 4.064 1.732
68 H 0.812 0.925 3.358
69 H -0.628 0.587 4.346
70 H 0.350 2.011 4.662
71 F -2.396 6.915 -3.125
72 C -2.610 6.306 -1.959
73 F -3.924 6.065 -1.846
74 F -2.257 7.141 -0.974
75 C -1.829 5.012 -1.877
76 C -2.343 3.870 -2.472
77 C -1.637 2.677 -2.402
78 C -0.415 2.625 -1.732
79 C 0.107 3.789 -1.163
80 C -0.594 4.981 -1.240
81 P 0.434 1.041 -1.495
82 C -0.021 0.142 -2.989
83 C 0.347 0.630 -4.245
84 C -0.064 -0.029 -5.394
85 C -0.874 -1.152 -5.288
86 C -1.297 -1.606 -4.047
87 C -0.868 -0.958 -2.901
88 C -1.330 -1.908 -6.519
89 F -0.821 -3.149 -6.504
90 F -2.665 -2.015 -6.529
91 F -0.944 -1.308 -7.641
92 C 2.198 1.414 -1.389
93 C 3.075 1.369 -2.472
94 C 4.409 1.699 -2.297
95 C 4.872 2.089 -1.048
96 C 4.011 2.141 0.037
97 C 2.681 1.794 -0.136
98 C 6.345 2.386 -0.865
99 F 6.564 3.098 0.243
100 F 7.024 1.230 -0.756
101 F 6.835 3.055 -1.907
102 H -3.294 3.906 -2.987
103 H -2.058 1.792 -2.861
104 H 1.070 3.784 -0.672
105 H -0.187 5.885 -0.808
106 H 0.920 1.543 -4.341
107 H 0.230 0.337 -6.368
108 H -1.965 -2.456 -3.984
109 H -1.211 -1.299 -1.933
110 H 2.742 1.065 -3.454
111 H 5.090 1.661 -3.138
112 H 4.379 2.443 1.008
113 H 2.021 1.797 0.726

Atomic partial charges in e from the Mulliken method, atoms 1 to 6:
1 Pd -0.05
2 C -1.49
3 C 1.15
4 C -1.64
5 P 1.03
6 C 0.47

***

Question: Look up the ΔE to the lowest compared entry with this formula, charge and spin of the fourth one.
Answer: 0.0000 eV